Entry from the OMol25 dataset: C34H32Cl4F4N4O2V as an isolated structure (ωB97M-V with the def2-TZVPD basis set).

Geometry as XYZ:
```
81
Properties=species:S:1:pos:R:3:forces:R:3
V 1.943 0.331 -0.715 0.20 -0.40 0.00
Cl 3.054 2.490 0.873 -0.06 -0.10 -0.17
Cl -1.824 -3.262 5.193 0.01 -0.01 0.02
Cl 1.865 5.163 0.792 -0.02 0.00 0.01
Cl -4.239 -1.452 0.666 -0.07 -0.02 0.00
F 4.314 3.293 -3.029 -0.01 0.02 -0.01
F 2.839 1.052 -2.710 0.04 0.08 0.17
F 6.261 -0.755 0.047 0.01 -0.02 0.03
F 7.713 1.451 -0.355 0.03 -0.02 0.03
O 1.258 -0.266 0.967 -0.23 -0.24 0.18
O 0.728 1.083 2.669 0.00 -0.03 -0.17
N 1.338 -2.163 -1.320 -0.08 0.16 -0.05
N 3.538 -0.862 -1.065 0.05 0.11 0.11
N -3.206 -1.226 3.571 -0.18 -0.05 -0.06
N 0.423 1.669 -1.088 -0.23 0.01 -0.15
C 4.050 1.188 -2.048 0.18 -0.01 -0.17
C 2.328 -2.817 -0.454 -0.03 -0.02 0.04
C 1.761 3.534 1.489 0.07 0.05 -0.04
C -0.935 -0.444 1.882 0.07 0.16 0.12
C -0.017 -2.573 -0.939 -0.01 0.02 -0.10
C -3.824 3.632 -2.071 -0.06 -0.01 -0.02
C 1.393 -3.789 -3.286 -0.02 0.00 0.04
C -2.749 2.778 -1.909 0.09 0.03 0.04
C 0.449 0.215 1.858 -0.21 0.23 0.29
C -3.130 2.660 1.981 0.01 0.02 -0.02
C -2.318 -3.473 3.538 -0.08 0.05 -0.03
C -2.051 -4.676 2.918 0.02 0.00 0.03
C 6.050 2.445 -1.678 0.04 0.00 0.02
C -3.347 -2.645 1.562 0.04 0.03 0.10
C -2.070 0.489 2.224 0.07 -0.05 -0.04
C 1.616 -2.374 -2.752 -0.01 -0.03 -0.02
C -2.411 -4.859 1.593 0.01 -0.05 -0.05
C -2.102 1.779 1.698 -0.05 -0.02 0.05
C -2.454 5.506 -1.416 0.00 0.06 0.01
C -1.366 4.667 -1.252 0.02 -0.10 -0.01
C -3.677 4.992 -1.824 0.01 -0.02 0.00
C 4.459 0.090 -1.249 0.30 0.16 -0.07
C -4.169 2.258 2.811 -0.03 0.03 -0.01
C -3.061 -3.840 0.921 0.00 0.02 0.00
C 3.732 -2.203 -0.593 -0.01 0.00 -0.05
C 4.804 2.319 -2.252 0.01 0.02 -0.04
C -3.144 0.085 3.018 0.08 0.05 -0.03
C -2.964 -2.403 2.892 0.04 -0.04 -0.05
C -4.177 0.971 3.314 0.01 -0.08 0.05
C 5.755 0.235 -0.710 -0.03 -0.07 -0.01
C -1.090 -1.757 -1.649 0.01 -0.07 0.04
C -0.425 2.418 -1.300 0.25 -0.19 0.11
C -1.518 3.301 -1.501 -0.40 0.32 -0.12
C 6.503 1.372 -0.922 -0.03 0.05 -0.05
H -2.850 1.715 -2.084 0.00 0.01 0.01
H -4.978 2.938 3.048 0.02 -0.02 0.00
H 0.998 -1.673 -3.316 -0.01 0.02 -0.02
H -3.117 3.660 1.563 0.00 -0.03 0.00
H -0.861 -1.238 2.628 0.02 0.00 0.00
H -3.376 -3.963 -0.106 0.00 0.00 0.01
H 1.777 -3.855 -4.305 -0.01 0.01 0.02
H 0.811 3.098 1.223 -0.04 -0.06 0.00
H -1.285 2.100 1.069 0.04 0.01 0.03
H -1.125 -0.932 0.926 -0.02 0.04 -0.01
H -4.999 0.619 3.926 0.02 0.01 -0.01
H 1.982 -2.674 0.568 -0.03 0.04 0.01
H 0.335 -4.057 -3.314 0.02 -0.01 0.01
H 2.647 -2.070 -2.920 -0.02 -0.01 0.00
H -0.178 -3.644 -1.128 0.01 -0.02 0.01
H -2.348 6.566 -1.223 0.00 -0.02 0.00
H -2.062 -1.902 -1.170 0.06 -0.01 -0.03
H 1.865 3.599 2.562 0.02 -0.02 0.06
H 6.649 3.334 -1.805 -0.02 -0.03 0.00
H -4.781 3.238 -2.385 0.02 0.01 0.01
H -1.548 -5.455 3.475 -0.01 0.01 -0.01
H -0.406 5.050 -0.929 -0.03 0.00 -0.01
H -2.196 -5.793 1.092 -0.01 0.02 0.01
H 4.226 -2.263 0.381 0.05 -0.01 0.00
H 4.343 -2.783 -1.296 0.01 0.00 -0.04
H 2.374 -3.899 -0.634 -0.01 -0.01 0.02
H -1.192 -2.041 -2.698 0.01 0.02 -0.01
H 1.916 -4.538 -2.688 0.00 0.01 -0.03
H -4.524 5.655 -1.949 0.01 -0.01 0.00
H -3.070 -1.281 4.567 0.03 -0.01 0.02
H -0.840 -0.694 -1.606 -0.02 0.00 0.02
H -0.099 -2.440 0.139 0.04 0.02 -0.02
```
Positions in Å, forces in eV/Å.

Summary:
ΔE to the lowest compared entry with this formula, charge and spin ... 139.6 kJ/mol
Gap between HOMO and LUMO (spin up / spin down) ... 6.708 / 6.093 eV
Expectation value of S² ... 0.76
LUMO (spin up / spin down) ... -0.0132 / -0.0160 hartree
Total charge ... 0
2S+1 ... 2
Calculated total energy ... -132479.86566 eV